[1]
{"formula": "C23H53IrNOP3", "method": "wB97M-V/def2-TZVPD", "homo_ha": [-0.53813, -0.70011], "e_tot_ev": -58921.7287, "multiplicity": 6, "mol_weight_g_mol": 644.8, "charge": 3, "species": ["Ir", "P", "P", "N", "C", "H", "H", "C", "H", "H", "C", "H", "H", "C", "H", "H", "C", "C", "H", "H", "H", "C", "C", "H", "H", "H", "C", "C", "H", "H", "H", "C", "C", "H", "H", "H", "C", "C", "H", "H", "H", "C", "H", "H", "H", "C", "H", "H", "H", "C", "H", "H", "H", "H", "H", "H", "H", "O", "H", "H", "C", "C", "P", "C", "C", "C", "C", "H", "H", "H", "H", "H", "H", "H", "H", "H", "H", "H", "H", "H", "H", "H"], "coordinates": [[-0.20043, -0.03579, -0.38260], [-0.26064, -2.26914, -1.19824], [-0.28300, 2.35983, -0.83712], [1.43559, 0.07208, -1.64262], [1.38197, -2.34667, -2.04370], [1.88798, -3.28980, -1.80956], [1.15244, -2.32484, -3.11650], [2.25772, -1.12285, -1.76472], [2.93168, -1.29630, -0.88416], [2.92765, -0.90549, -2.62555], [2.21808, 1.29267, -1.66953], [2.80712, 1.19606, -2.61093], [2.97482, 1.37758, -0.84297], [1.32771, 2.53742, -1.71986], [1.08294, 2.68218, -2.78024], [1.85602, 3.42944, -1.36572], [-0.20881, 3.41656, 0.68846], [-1.46866, 3.28651, 1.54668], [-1.21322, 3.56996, 2.57998], [-1.87226, 2.26259, 1.56609], [-2.25817, 3.96834, 1.20515], [-1.48941, 3.13175, -1.99800], [-2.88671, 3.32429, -1.40356], [-3.55214, 3.60396, -2.23166], [-2.91451, 4.14878, -0.67667], [-3.28240, 2.41215, -0.94251], [-1.48500, -2.85485, -2.43300], [-2.87839, -3.08879, -1.84528], [-3.55991, -3.26295, -2.68819], [-3.25456, -2.23037, -1.27554], [-2.90389, -3.98840, -1.21555], [-0.15348, -3.45012, 0.22516], [-1.40744, -3.36903, 1.10498], [-1.16779, -3.76049, 2.10292], [-2.21102, -3.99068, 0.68907], [-1.78715, -2.34118, 1.22097], [-2.00855, -0.00850, -0.12998], [-1.01024, 4.44687, -2.61876], [-0.96530, 5.25629, -1.88020], [-0.04354, 4.36805, -3.12111], [-1.75282, 4.73835, -3.37072], [-1.00875, -4.08820, -3.20005], [-1.75174, -4.29556, -3.97825], [-0.04064, -3.94264, -3.68544], [-0.95959, -4.96927, -2.54911], [0.14119, -4.89254, -0.16498], [0.46941, -5.42196, 0.74121], [-0.76395, -5.39954, -0.52684], [0.93984, -4.98800, -0.90929], [0.13516, 4.88517, 0.44500], [-0.74243, 5.46921, 0.14082], [0.47733, 5.30549, 1.40231], [0.94314, 5.03290, -0.28154], [0.63223, 2.95710, 1.23793], [0.71179, -3.06673, 0.79485], [-1.54117, 2.36319, -2.79008], [-1.53415, -1.99888, -3.12921], [-3.17040, 0.02648, 0.05513], [-0.33211, 0.14029, -3.38706], [-0.99821, 0.13331, -2.99860], [2.77744, -2.30098, 2.09165], [1.44626, -1.77959, 2.63363], [0.70849, -0.25669, 1.80385], [-0.64879, 0.04590, 3.02381], [-0.37417, 0.87182, 4.26048], [2.15860, 0.88246, 1.98246], [2.76682, 1.10896, 3.35503], [2.70870, -2.59510, 1.02974], [3.08613, -3.19073, 2.66479], [3.56130, -1.54274, 2.21045], [0.68056, -2.56929, 2.60213], [1.57304, -1.52933, 3.70125], [-1.51025, 0.44940, 2.47313], [-0.92532, -0.96754, 3.34688], [0.42746, 0.43989, 4.86093], [-0.12130, 1.91051, 4.02091], [-1.25502, 0.92316, 4.91773], [2.90716, 0.49990, 1.27831], [1.85053, 1.85343, 1.56720], [3.05181, 0.18482, 3.85508], [3.67688, 1.71700, 3.27940], [2.08448, 1.64944, 4.01968]], "forces_ev_per_a": [[2.3985, -0.8202, 4.4337], [0.4684, -2.6204, -1.4180], [0.2738, 2.9867, -1.1792], [3.3837, 0.2304, -0.1326], [-0.2651, 0.2166, -0.3680], [-0.0232, 0.2362, -0.1129], [0.0701, -0.2480, 0.1756], [-0.0533, -0.1408, -0.7237], [-0.5574, 0.5475, -0.2947], [-0.0629, -0.4835, 0.4796], [0.0639, 0.2963, -0.7766], [-0.0001, 0.4606, 0.5637], [-0.6135, -0.5940, -0.4087], [-0.0199, -0.2106, -0.3653], [-0.0778, 0.2197, 0.2920], [-0.0363, -0.1971, -0.1239], [0.2930, -0.6732, 0.4515], [-0.1615, -0.0218, 0.3685], [-0.1831, -0.0743, -0.3234], [0.0183, 0.3603, 0.0193], [0.2633, -0.3151, 0.1772], [-0.1575, -0.4461, -0.2351], [-0.1962, -0.0278, -0.0472], [0.0810, -0.1136, 0.2808], [0.0150, -0.3184, -0.3081], [-0.0279, 0.2631, -0.0332], [-0.0416, 0.3635, -0.1690], [-0.1559, -0.0197, -0.0211], [0.0792, 0.0672, 0.2741], [-0.0031, -0.2589, -0.0911], [-0.0266, 0.2993, -0.2341], [0.0003, 0.6350, 0.4304], [-0.0417, -0.0118, 0.1910], [-0.1672, 0.0511, -0.1990], [0.2281, 0.2827, 0.2555], [0.0328, -0.2922, 0.0678], [-9.2855, 0.6266, -0.7262], [0.1039, 0.2788, -0.0626], [-0.0122, -0.2813, -0.2973], [-0.1504, 0.1066, 0.0337], [0.1694, -0.0560, 0.0790], [0.0071, -0.2677, -0.0725], [0.1848, 0.0054, 0.0653], [-0.1684, -0.1358, 0.0029], [-0.0003, 0.2521, -0.2899], [0.0557, -0.4172, -0.1394], [-0.0711, 0.1057, -0.2145], [0.3440, 0.1502, 0.0742], [-0.1948, -0.0986, 0.1517], [0.1917, 0.3649, -0.0400], [0.2593, -0.2387, 0.0370], [-0.0714, -0.1129, -0.2269], [-0.2154, 0.0653, 0.1683], [-0.4076, 0.3590, -0.1407], [-0.3730, -0.1907, -0.4078], [-0.1074, 0.2785, 0.0542], [-0.0504, -0.2782, 0.0816], [4.2299, -0.3347, 0.2130], [-0.7313, 0.0301, 0.2395], [0.6462, 0.0489, -0.5253], [0.0660, 0.0829, -0.0754], [-0.2350, -0.5683, -0.4545], [1.6964, -0.4243, 2.5045], [-0.9907, -0.1309, -0.4546], [0.2889, 0.6461, 0.5057], [-0.3112, 0.7994, -0.7753], [0.0219, 0.1113, 0.7169], [0.1258, 0.0931, 0.3596], [-0.1215, 0.3465, -0.2280], [-0.0649, -0.2779, -0.1242], [0.1750, 0.3363, 0.1496], [-0.2550, 0.3238, -0.3937], [0.1461, -0.1163, 0.2868], [-0.0269, 0.0719, -0.3005], [-0.0207, 0.0815, -0.0415], [0.0431, -0.1972, 0.0380], [0.0872, -0.2249, -0.4126], [-0.0652, -0.1476, 0.0951], [0.2566, -0.3556, 0.1061], [0.0066, -0.0397, -0.0247], [-0.2027, -0.1504, -0.2039], [0.2300, -0.1482, -0.2265]], "lowdin_charge": [0.95, 0.94, 0.97, -0.19, -0.26, 0.11, 0.10, -0.23, 0.15, 0.15, -0.24, 0.16, 0.15, -0.27, 0.10, 0.11, -0.51, -0.09, 0.10, 0.05, 0.09, -0.52, -0.08, 0.11, 0.08, 0.07, -0.52, -0.07, 0.11, 0.07, 0.08, -0.53, -0.09, 0.10, 0.09, 0.05, -0.43, -0.07, 0.08, 0.08, 0.11, -0.07, 0.11, 0.08, 0.08, -0.06, 0.11, 0.09, 0.08, -0.07, 0.09, 0.11, 0.08, 0.07, 0.04, 0.09, 0.09, 0.15, 0.10, 0.06, -0.11, -0.35, 0.91, -0.36, -0.11, -0.38, -0.10, 0.06, 0.11, 0.08, 0.06, 0.11, 0.05, 0.10, 0.08, 0.07, 0.11, 0.07, 0.05, 0.08, 0.11, 0.07]}

[2]
{"formula": "C18H48BF4N3O6", "method": "wB97M-V/def2-TZVPD", "homo_ha": -0.54118, "e_tot_ev": -47734.7472, "mol_weight_g_mol": 489.4, "charge": 2, "species": ["C", "O", "C", "C", "N", "H", "H", "C", "C", "O", "C", "H", "H", "H", "H", "H", "H", "H", "H", "H", "H", "H", "H", "H", "H", "C", "O", "C", "C", "N", "H", "H", "C", "C", "O", "C", "H", "H", "H", "H", "H", "H", "H", "H", "H", "H", "H", "H", "H", "H", "C", "O", "C", "C", "N", "H", "H", "C", "C", "O", "C", "H", "H", "H", "H", "H", "H", "H", "H", "H", "H", "H", "H", "H", "H", "B", "F", "F", "F", "F"], "coordinates": [[5.84104, -3.85068, 1.86231], [5.16012, -2.54621, 1.96995], [3.78871, -2.68681, 2.18250], [2.93534, -1.49466, 1.63102], [3.28607, -1.14734, 0.14704], [3.17575, -1.93686, -0.47311], [2.53050, -0.54628, -0.14949], [4.62959, -0.55506, -0.21253], [4.61527, 0.01224, -1.59059], [3.55304, 0.92393, -1.73761], [3.70615, 1.75525, -2.90219], [6.92852, -3.77717, 1.85296], [5.53497, -4.37435, 0.95666], [5.54775, -4.46823, 2.71126], [3.63022, -2.82099, 3.25254], [3.45879, -3.47147, 1.50165], [2.99244, -0.60740, 2.26159], [1.88093, -1.76953, 1.65889], [5.39154, -1.31817, -0.05380], [4.72821, 0.23169, 0.53540], [4.36900, -0.73845, -2.34153], [5.58556, 0.37065, -1.93434], [3.55323, 1.04105, -3.71129], [4.66043, 2.28128, -2.92920], [3.02659, 2.60659, -2.94122], [-5.68810, 1.12526, 2.63620], [-4.39190, 0.60518, 2.37549], [-3.52318, 0.56328, 3.54512], [-2.34025, -0.32341, 3.25696], [-2.80066, -1.75750, 3.12605], [-3.13279, -2.05387, 4.03267], [-3.49053, -1.98593, 2.42462], [-1.59690, -2.59979, 2.55617], [-1.50866, -2.54648, 0.99196], [-2.83699, -2.57156, 0.54840], [-2.94386, -2.75801, -0.83255], [-6.07297, 0.61508, 3.51920], [-6.42587, 0.94992, 1.85323], [-5.73193, 2.18600, 2.88317], [-4.00098, 0.13015, 4.42387], [-3.18672, 1.58789, 3.70348], [-1.71117, -0.23651, 4.14285], [-1.82272, -0.02454, 2.34540], [-1.77931, -3.57011, 3.01802], [-0.72658, -2.16566, 3.04828], [-0.99458, -3.44586, 0.65296], [-1.03855, -1.67166, 0.54276], [-3.99118, -2.82436, -1.12721], [-2.60185, -3.77180, -1.04075], [-2.47665, -2.07553, -1.54251], [-3.74856, 3.42655, 0.51611], [-2.86585, 3.21114, -0.55644], [-1.65313, 3.92038, -0.36834], [-1.04744, 4.03109, -1.80980], [-0.79909, 2.60348, -2.34963], [-0.12562, 2.33988, -1.64461], [-1.59231, 2.02138, -2.12149], [-0.15565, 2.42398, -3.74197], [0.36990, 1.00101, -3.85267], [-0.76922, 0.19171, -3.85605], [-0.54214, -1.18719, -3.77651], [-4.72475, 2.98097, 0.32474], [-3.92809, 4.47711, 0.74460], [-3.31847, 2.86393, 1.34471], [-1.05711, 3.33660, 0.33313], [-1.74769, 4.96445, -0.06990], [-0.13939, 4.62924, -1.88572], [-1.75716, 4.44843, -2.52410], [0.65218, 3.13762, -3.90394], [-0.85272, 2.54877, -4.57060], [1.04828, 0.74467, -3.03893], [0.81223, 0.94112, -4.84708], [-0.22143, -1.58177, -2.81237], [0.18677, -1.61237, -4.46645], [-1.50792, -1.59966, -4.06843], [0.32320, 0.65179, 0.06780], [0.81758, -0.37945, -0.70679], [0.72648, 0.41376, 1.37632], [0.93415, 1.86529, -0.31968], [-1.01176, 0.69312, -0.04697]], "forces_ev_per_a": [[-0.8501, 0.4030, 0.3734], [1.5046, -0.3571, -0.4975], [-0.3057, 0.6955, -1.5668], [1.3774, -0.3271, 0.1103], [0.1124, -0.5567, 1.0319], [-0.2366, -0.8009, 0.1599], [-0.4114, 0.8338, -0.3578], [-0.2303, 0.4932, 1.4394], [-0.8732, -0.5276, -1.5664], [0.1243, 1.7535, 0.8282], [0.1066, -0.6008, 0.3013], [-0.2338, 0.6643, 0.0842], [-0.1638, 0.1214, -0.1750], [0.0577, -0.0145, 0.0991], [-0.6865, -0.3438, -0.0930], [-0.3224, -0.9490, 0.7001], [0.3983, 0.2726, -0.5423], [0.1164, -0.1112, -0.3307], [-0.1239, 0.1800, -0.0479], [0.4927, 0.0962, -0.1251], [0.3235, -0.9118, -0.0218], [0.1686, 0.4325, 0.5708], [0.2223, 0.6482, -0.7264], [0.4544, -0.5774, -0.0518], [-0.6763, -0.5662, 0.3794], [-0.5361, -0.2221, 1.1939], [0.6430, -0.4858, 0.5056], [-0.8346, 0.3659, -1.7345], [-1.1041, 0.4737, -0.4186], [2.5812, 0.0339, -1.1288], [0.0743, -0.5675, 0.2153], [-0.9813, 0.8382, -0.5341], [-0.3155, 0.6282, 1.0001], [-0.8699, -0.1189, 0.9576], [-0.3960, 0.6595, 0.4424], [-0.9567, -1.6483, -1.1775], [-0.2531, -0.0693, 0.1533], [0.6609, -0.2417, -0.4139], [0.5055, 0.2394, -0.1563], [-0.5834, 0.4054, 0.1777], [0.1157, -0.0443, 0.5648], [0.3484, -0.4114, -0.2365], [0.0676, -0.1759, 0.0583], [0.2085, -0.2966, -0.7363], [0.1369, -0.1318, -0.2300], [0.2860, -0.1567, 0.1004], [0.4057, 0.1493, 0.5706], [-0.1403, 0.4028, 0.4287], [0.4651, -0.1075, -0.2836], [0.4356, 0.5260, 0.6771], [-0.3057, -0.8120, 0.5847], [-0.1237, 1.0381, -0.6641], [0.2187, -0.3480, -2.1085], [-0.8236, -0.9003, -0.3896], [1.3038, 1.8817, -0.1328], [0.9618, -0.9005, 0.1614], [-0.7043, -0.2675, -0.5495], [-0.2203, -0.4930, 0.6357], [-0.5534, 0.5593, -0.3514], [-0.0773, 0.0074, 0.5467], [-0.5776, -1.0243, -0.4547], [0.1756, -0.0978, -0.4137], [0.3307, 0.1106, 0.0130], [-0.2085, 0.3491, 0.6317], [0.5032, 0.3380, -0.0076], [-0.4139, -0.0417, 0.4570], [0.1838, -0.4101, 0.2197], [-0.2519, 0.2737, 0.4508], [-0.1069, 0.1537, 0.5444], [-0.4664, 0.2439, 0.5104], [0.2656, -0.0555, -0.0300], [0.7000, -0.1183, 0.0582], [-0.2187, 0.4841, 0.4889], [0.2037, 0.5478, -0.5255], [0.1026, -0.3780, 0.2596], [1.4616, 0.5927, 0.9296], [0.5433, -1.0690, -1.0587], [-0.0479, -0.2820, 0.8897], [-0.1765, 0.3115, -0.4747], [-1.9862, 0.3117, -0.1919]], "lowdin_charge": [-0.04, -0.21, -0.22, -0.04, 0.10, 0.17, 0.10, -0.07, -0.21, -0.20, -0.06, 0.10, 0.09, 0.09, 0.14, 0.12, 0.13, 0.11, 0.13, 0.15, 0.13, 0.14, 0.10, 0.10, 0.08, -0.10, -0.20, -0.18, -0.09, 0.09, 0.18, 0.15, -0.02, -0.17, -0.19, -0.08, 0.09, 0.10, 0.09, 0.13, 0.14, 0.15, 0.13, 0.13, 0.12, 0.13, 0.10, 0.10, 0.10, 0.09, -0.09, -0.19, -0.18, -0.04, 0.09, 0.09, 0.16, -0.05, -0.22, -0.17, -0.10, 0.10, 0.10, 0.08, 0.12, 0.13, 0.14, 0.13, 0.13, 0.14, 0.11, 0.14, 0.07, 0.09, 0.10, -1.40, 0.13, 0.14, 0.12, 0.21]}